[1]
Molecular formula: C2H7NO3
Method: DFT, wB97M-V/def2-TZVPD

ORCA input file:
```
! RIJCOSX wB97M-V def2-TZVPD def2/J DEFGRID3
* xyz 0 1
C 1.5720 -1.0533 -1.4214
N 1.4511 -0.5845 -0.0986
C 0.4269 0.2561 0.3002
O 0.2898 0.8429 1.3818
O -0.4023 0.4695 -0.8165
H 2.5748 -1.5179 -1.5456
H 1.2864 -0.2723 -2.1182
H 0.6375 -1.6371 -1.5446
H 2.0001 -0.7454 0.7224
H -1.1117 1.0833 -0.5863
O -2.7213 0.0661 0.7475
H -2.8796 1.0339 0.6160
H -1.9876 -0.0975 1.3722
*
```

energy above the lowest of the compared OMol25 structures with the same formula, charge and spin	20.2	kcal/mol
HOMO-LUMO gap	10.3	eV
SMILES string	CNC(=O)O.O

***

[2]
Molecular formula: C2H7NO3
Method: DFT, wB97M-V/def2-TZVPD

ORCA input file:
```
! RIJCOSX wB97M-V def2-TZVPD def2/J DEFGRID3
* xyz 1 2
N -0.2287 1.3585 0.4567
C -0.6077 0.9301 -0.8456
O -1.3791 -0.2517 -0.7718
H -0.5726 2.2413 0.8386
H 0.0949 0.6313 1.1211
H 0.3194 0.6161 -1.3611
H -1.0800 1.6942 -1.4622
H -2.2647 -0.0413 -0.4387
O 1.9015 -0.9841 -0.5196
C 1.5658 -1.4850 0.5130
O 0.3503 -1.2635 1.0564
H 2.2040 -2.1665 1.0904
H -0.3031 -1.2794 0.3230
*
```

energy above the lowest of the compared OMol25 structures with the same formula, charge and spin	20.6	kcal/mol
HOMO-LUMO gap (alpha / beta)	11.4 / 6.0	eV
expectation value of S²	0.755

***

[3]
Molecular formula: C2H7NO3PS
Method: DFT, wB97M-V/def2-TZVPD

ORCA input file:
```
! RIJCOSX wB97M-V def2-TZVPD def2/J DEFGRID3
* xyz -1 1
C -0.2725 -1.4220 0.1041
C 0.9941 -0.7976 -0.1785
N 1.2207 -0.5912 -1.6401
S 1.2285 0.7518 1.0190
P -0.7025 1.6336 0.4375
O -0.7100 3.0010 0.9539
O -0.8663 1.3100 -1.0261
O -1.8149 0.7798 1.3193
H -0.9723 -0.7083 -0.3644
H -0.6036 -1.5717 1.1492
H -0.4123 -2.2949 -0.4935
H 1.8101 -1.4040 0.1951
H 0.7543 0.4014 -1.9399
H 2.2200 -0.3162 -1.6515
H -1.8733 1.2284 2.1160
*
```

energy above the lowest of the compared OMol25 structures with the same formula, charge and spin	12.7	kcal/mol
HOMO-LUMO gap	8.3	eV
SMILES string	C[C@@H](N)S[P@@](=O)([O-])O

***

[4]
Molecular formula: C2H7NO4
Method: DFT, wB97M-V/def2-TZVPD

ORCA input file:
```
! RIJCOSX wB97M-V def2-TZVPD def2/J DEFGRID3
* xyz 0 1
O -1.9777 0.5264 -0.3772
C -1.4274 -0.4924 -0.6749
N -0.3942 -0.5769 -1.6084
C 0.4586 0.5037 -1.8791
O 0.5308 1.4476 -1.1365
H -1.6799 -1.4522 -0.1969
H 0.0367 -1.4593 -1.8460
H 1.0639 0.4752 -2.7945
O 2.1026 1.2026 0.8990
H 1.4068 0.6181 0.6033
H 1.8581 2.0454 0.5020
O -0.5807 -1.3619 2.7224
H -1.3954 -0.8369 2.7717
H -0.0022 -0.6392 3.0151
*
```

energy above the lowest of the compared OMol25 structures with the same formula, charge and spin	26.6	kcal/mol
HOMO-LUMO gap	10.9	eV
SMILES string	O=CNC=O.O.O